Entry from OMol25: a 6-piece molecular cluster, C4H21NO6 overall (ωB97M-V with the def2-TZVPD basis set).

```
32
Properties=species:S:1:pos:R:3:nbo_charge:R:1
O 16.34259 12.55331 20.03768 -0.583
O 13.18904 15.86854 17.63893 -0.968
O 15.52780 12.64622 15.96301 -0.949
O 14.32571 12.97204 22.12585 -0.947
O 12.28813 11.19835 19.29267 -0.963
O 14.05338 13.27520 18.28728 -0.997
N 17.45399 9.32226 18.68558 -0.832
C 16.56920 10.27728 19.42674 -0.077
C 16.82234 13.88343 19.99820 -0.269
C 16.28556 9.74394 20.80328 -0.619
C 17.24532 11.63074 19.44279 -0.056
H 15.78361 8.77592 20.74232 0.214
H 18.16638 11.59107 20.03218 0.183
H 17.21297 9.59843 21.36858 0.210
H 13.41275 14.95269 17.88871 0.493
H 16.05562 14.54935 20.38753 0.213
H 15.88783 11.75469 15.93093 0.483
H 16.22317 13.21958 15.62629 0.486
H 15.66256 10.39640 21.41201 0.220
H 17.43596 11.93444 18.40632 0.165
H 15.16921 12.83940 21.67438 0.479
H 17.75459 14.00872 20.56014 0.181
H 14.50670 13.07646 17.44835 0.501
H 15.62631 10.38640 18.87483 0.184
H 17.04629 14.19100 18.96501 0.171
H 17.21362 8.38756 18.99346 0.361
H 13.66017 16.02833 16.81790 0.454
H 12.53776 11.96959 18.76263 0.494
H 17.20804 9.37330 17.70449 0.349
H 14.72296 13.15278 18.97275 0.495
H 13.90438 12.10885 22.09728 0.464
H 12.07656 11.57076 20.15283 0.462
```

Its total energy is -671.18045 a.u. As for the spin multiplicity: 1. For the lowest unoccupied orbital energy, the calculation gives -0.08 eV. Its molecular weight is 179.21 g/mol. For the frontier orbital gap, the calculation gives 10.00 eV.

---

Entry from OMol25: a 7-piece molecular cluster, C4H21NO8 overall in a non-equilibrium geometry (ωB97M-V with the def2-TZVPD basis set).

```
34
Properties=species:S:1:pos:R:3:nbo_charge:R:1
O 2.24564 2.60213 -1.91819 -0.959
O 0.14122 0.79852 2.96746 -0.954
O -2.72993 -1.23828 -1.74545 -0.963
O -1.89320 1.42332 0.57562 -1.007
O 2.72701 -1.01291 0.98776 -0.748
O -3.06772 -1.37113 1.30235 -0.965
O 0.69645 3.16939 1.75734 -0.953
O 1.08517 -1.16745 -3.01784 -0.624
N -0.06317 -0.13856 -1.35726 -0.647
C 0.62242 -0.69279 -0.18531 -0.076
C 0.07304 -0.61473 -2.63436 0.534
C 2.13249 -0.87851 -0.31012 -0.065
C -0.01913 -2.02548 0.32489 -0.636
H 0.95952 0.35800 2.69148 0.476
H -2.92606 -1.57559 -0.87534 0.490
H 0.63257 0.06557 0.61652 0.197
H -3.56865 -1.16600 -2.21266 0.476
H -1.08732 -1.90039 0.38663 0.236
H -2.83653 -0.45064 1.04697 0.485
H -2.87914 -1.19668 2.23724 0.480
H 2.61709 -1.90885 1.31374 0.468
H 1.02765 2.54766 1.09174 0.478
H -0.68420 -0.25446 -3.32545 0.125
H -1.37999 1.86318 1.26895 0.528
H 1.10884 3.97143 1.40596 0.476
H 0.16796 -2.70525 -0.51368 0.212
H 2.63466 0.02665 -0.73850 0.192
H 0.51326 -2.32913 1.24508 0.201
H -2.76931 1.72726 0.33726 0.493
H 2.34376 -1.88800 -0.77278 0.184
H 3.05379 2.23022 -2.29843 0.477
H 0.53163 1.54574 3.44305 0.482
H -0.95972 0.24889 -1.11201 0.426
H 1.54989 1.93687 -1.98265 0.482
```

Its total energy is -821.66709 a.u. As for the spin multiplicity: 1. For the lowest unoccupied orbital energy, the calculation gives 0.24 eV. Its molecular weight is 211.21 g/mol. For the frontier orbital gap, the calculation gives 9.70 eV.

---

Entry from OMol25: a 6-piece molecular cluster, C4H22N2O6S overall in a non-equilibrium geometry (ωB97M-V with the def2-TZVPD basis set).

```
35
Properties=species:S:1:pos:R:3:nbo_charge:R:1
S -1.38457 -2.97107 -2.61894 -0.030
O -3.53715 -0.41889 0.47998 -0.964
O -0.48947 2.83911 0.83582 -0.934
O 2.30914 2.19442 0.38204 -0.765
O -0.30161 -2.49512 2.06598 -0.964
O 1.00451 -0.32619 3.01679 -0.955
O -2.04154 0.72273 2.37949 -0.953
N 1.92284 0.00727 -0.33627 -0.684
N 0.32347 0.37996 -3.18059 -0.823
C 0.20315 -0.61161 -2.08666 -0.071
C 0.56795 0.09681 -0.75379 -0.212
C 2.74193 1.16056 -0.56913 0.085
C -1.21037 -1.24809 -2.08637 -0.543
H -0.04894 0.00144 -4.04074 0.360
H 0.93639 -1.40419 -2.24433 0.189
H -1.86662 -0.65746 -2.71165 0.223
H 0.15876 2.84029 1.54959 0.463
H -1.19531 1.07479 2.50408 0.483
H 1.81027 0.00589 3.43896 0.465
H 2.48881 1.93820 1.28726 0.453
H -2.76673 0.10954 0.72638 0.493
H -3.62619 -1.10235 1.14759 0.464
H -0.31791 1.12093 -2.93406 0.341
H -1.59365 -1.17162 -1.07079 0.222
H -0.14040 -0.17640 0.02585 0.197
H 0.29190 1.11772 -1.01640 0.185
H -2.60699 1.28030 2.91824 0.480
H -1.13210 -2.20444 1.69455 0.473
H 3.79044 1.01929 -0.34616 0.180
H 2.45310 1.69112 -1.46808 0.186
H 1.39512 -0.57816 2.16847 0.487
H -0.19229 -2.12521 2.94504 0.491
H -0.26018 -3.43834 -2.06149 0.114
H 2.43993 -0.84550 -0.28630 0.392
H -0.12571 2.17429 0.24565 0.469
```

Its total energy is -1124.68726 a.u. As for the spin multiplicity: 1. For the lowest unoccupied orbital energy, the calculation gives 0.04 eV. Its molecular weight is 226.29 g/mol. For the frontier orbital gap, the calculation gives 8.90 eV.

---

Entry from OMol25: a 8-piece molecular cluster, C4H22NO9 overall in a non-equilibrium geometry (ωB97M-V with the def2-TZVPD basis set).

```
36
Properties=species:S:1:pos:R:3:nbo_charge:R:1
O -0.30781 -1.93399 -3.06965 -0.971
O 0.71950 -2.57556 1.17641 -0.993
O 2.66649 -2.26225 -1.42258 -1.005
O -1.25241 3.05151 -0.84831 -0.944
O 1.69147 0.57274 -3.38960 -0.979
O -1.34393 -2.43648 -0.69055 -0.973
O 1.76054 0.21080 -0.94050 -0.936
O -2.46515 0.55668 -0.50176 -0.960
O 1.40390 2.16679 0.13641 -0.741
N 1.24766 0.23587 1.34607 -0.729
C 1.50473 0.96833 0.12430 0.893
C 0.51798 0.89640 2.41124 -0.218
C -1.06818 0.48453 2.36781 -0.412
C -1.89764 1.78285 2.53825 -0.579
H -1.22977 -0.10607 3.28848 0.186
H 2.18685 1.34993 -3.40613 0.465
H -0.46037 -2.39550 -1.14198 0.517
H 1.05788 -0.78563 1.20146 0.402
H -1.27904 0.01341 1.38554 0.203
H 0.85875 0.52759 3.37237 0.170
H -2.97873 1.42720 2.69237 0.189
H -1.70511 -3.31094 -0.77075 0.476
H 1.58841 0.26941 -2.58202 0.488
H 0.70652 -1.88884 -2.97170 0.496
H -1.93291 0.92524 -1.24355 0.482
H 1.46837 -2.37855 0.55077 0.488
H 2.38835 -1.46954 -0.91071 0.507
H -0.41438 -1.00424 -3.31332 0.484
H -0.17728 -2.61516 0.71054 0.502
H -1.05082 2.13548 -0.52078 0.477
H -2.26050 -0.30188 -0.26569 0.485
H -1.52630 2.12621 3.62773 0.166
H -0.53510 3.26248 -1.32888 0.465
H 0.52448 1.98835 2.25305 0.227
H 3.45587 -2.06897 -1.80223 0.462
H -1.86232 2.58179 1.93789 0.211
```

Its total energy is -897.56079 a.u. Its total charge is -1. As for the spin multiplicity: 1. For the lowest unoccupied orbital energy, the calculation gives 3.00 eV. Its molecular weight is 228.22 g/mol. For the frontier orbital gap, the calculation gives 8.03 eV.

---

Entry from OMol25: a 7-piece molecular cluster, C4H22O9 overall in a non-equilibrium geometry (ωB97M-V with the def2-TZVPD basis set).

```
35
Properties=species:S:1:pos:R:3:nbo_charge:R:1
O 2.99914 0.20971 0.99903 -0.728
O -2.35986 0.61971 -1.17197 -0.731
O 1.93914 -2.25029 -2.43497 -0.922
O -0.20686 -2.86229 0.15403 -0.981
O 0.63514 -0.57329 -1.04297 -1.005
O 2.16614 1.68871 -1.54497 -0.958
O -0.42786 2.47271 -1.98697 -0.957
O -3.56586 -0.42929 2.08903 -0.725
O 0.03614 1.43671 2.54503 -0.718
C -2.61786 -0.14129 1.05703 -0.101
C 0.73314 0.73771 1.53703 -0.092
C -3.29386 -0.12829 -0.31497 -0.085
C 2.18014 0.70771 2.01303 -0.078
H -4.21286 0.37371 -0.35797 0.189
H -0.84586 2.26571 -2.82097 0.467
H -1.05186 -3.21229 -0.23597 0.464
H 1.22514 0.11371 -0.92197 0.492
H -1.84986 -1.01029 1.19003 0.161
H 1.50714 -2.43029 -3.28897 0.478
H -0.01686 -2.01129 -0.24797 0.495
H 2.60614 1.71071 2.44403 0.156
H 2.05814 -3.17629 -2.17997 0.490
H 2.90414 2.00671 -1.02497 0.491
H 0.66114 1.26971 0.65003 0.173
H -2.05886 0.83671 1.17403 0.191
H 2.17414 2.40371 -2.18397 0.485
H 2.18314 0.11271 2.89503 0.157
H -3.13586 -0.32029 2.87103 0.456
H 3.54414 -0.40029 1.43903 0.472
H 0.30014 1.84071 -1.79897 0.484
H -0.50186 0.81171 3.02103 0.464
H -3.39486 -1.18729 -0.60397 0.159
H -1.76086 0.00671 -1.63997 0.478
H 0.36114 -0.30329 1.34903 0.189
H 1.08814 -1.18929 -1.62497 0.489
```

Its total energy is -842.66573 a.u. As for the spin multiplicity: 1. For the lowest unoccupied orbital energy, the calculation gives 0.15 eV. Its molecular weight is 214.21 g/mol. For the frontier orbital gap, the calculation gives 9.83 eV.

---

Entry from OMol25: a 6-piece molecular cluster, C4H23N2O5 overall (ωB97M-V with the def2-TZVPD basis set).

```
34
Properties=species:S:1:pos:R:3:nbo_charge:R:1
O -1.35806 -4.46531 1.06945 -0.961
O -2.07667 2.25026 0.30189 -0.995
O 0.43152 2.52562 -3.84184 -0.969
O -2.58112 0.05501 1.83261 -0.997
O -2.77066 -2.20011 0.26860 -0.991
N 0.08173 1.50874 -1.18195 -0.730
N 1.97409 0.53420 0.51314 -0.474
C 0.28445 0.03710 -1.18633 -0.232
C 2.07889 0.75756 1.94831 -0.414
C 3.24091 0.06595 -0.03918 -0.419
C 0.87343 -0.35651 0.17262 -0.246
H 1.15669 1.19725 2.32721 0.208
H 1.17328 -1.40786 0.12234 0.205
H -2.90796 2.69532 0.09198 0.495
H -3.68141 -2.48300 0.13716 0.487
H 0.08645 -0.29150 0.92591 0.221
H -2.67738 -0.77606 1.31748 0.513
H 0.94771 -0.20763 -2.01191 0.212
H 2.28713 -0.16011 2.51762 0.179
H -2.31050 1.51642 0.91325 0.519
H 3.13195 -0.15124 -1.09973 0.197
H 3.62094 -0.82092 0.48393 0.185
H -0.66963 -0.45946 -1.34564 0.233
H -2.26339 -2.97792 0.57677 0.515
H -1.42862 -5.26385 0.53506 0.494
H -0.23443 2.75139 -4.50022 0.498
H -1.42592 -4.74289 1.98827 0.493
H 0.89103 1.89832 -0.67220 0.443
H 3.99779 0.84179 0.07741 0.214
H 2.89997 1.43947 2.16176 0.213
H -0.77738 1.76205 -0.65142 0.465
H 1.22851 3.00109 -4.10536 0.497
H 0.06089 1.88921 -2.13848 0.459
H -3.28424 0.03764 2.49151 0.488
```

Its total energy is -651.72669 a.u. Its total charge is +1. As for the spin multiplicity: 1. For the lowest unoccupied orbital energy, the calculation gives -2.22 eV. Its molecular weight is 179.24 g/mol. For the frontier orbital gap, the calculation gives 9.83 eV.